Below is a 2-piece molecular cluster, C5H8O overall, with properties calculated with wB97M-V/def2-TZVPD.

Molar mass: 84.1 g mol⁻¹
Structure (SMILES): C=CC=C.C=O
DFT total energy: -270.4301 hartree
HOMO level: -8.93 eV
Energy relative to the best compared isomer or geometry (same formula, charge and spin): 80.2 kcal per mole

Last column: natural (NBO) charge in e.
Atoms and positions in Å:
C1 0.206 0.285 -1.688  -0.31
C2 -0.615 -0.167 -0.744  -0.27
C3 -0.797 0.807 0.341  -0.23
C4 0.147 1.386 1.071  -0.38
H1 1.001 0.968 -1.401  0.20
H2 0.009 0.133 -2.735  0.20
H3 -1.392 -0.901 -0.961  0.22
H4 -1.817 1.181 0.317  0.21
H5 1.191 1.087 1.009  0.21
H6 -0.107 2.163 1.778  0.20
C5 0.536 -1.720 0.736  0.25
O1 0.916 -1.024 1.646  -0.52
H7 1.175 -1.981 -0.123  0.12
H8 -0.453 -2.216 0.753  0.11